One molecule with the formula CH4INS at a distorted geometry, computed with wB97M-V/def2-TZVPD.

```
! RIJCOSX wB97M-V def2-TZVPD def2/J DEFGRID3
* xyz 0 1
C 0.68 0.00 0.89
N -1.50 -0.56 -0.38
S -0.24 0.68 -0.52
I 1.15 0.68 -2.62
H -0.17 -0.50 1.43
H 0.98 0.81 1.38
H 1.36 -0.87 0.73
H -2.26 -0.24 -0.91
*
```

The highest occupied orbital energy (alpha / beta) is -8.64 / -8.63 eV. The lowest unoccupied orbital energy (alpha / beta) is -1.234 / -1.233 eV.

=====

A 2-piece molecular cluster, C3H13N2O overall at a distorted geometry, computed with wB97M-V/def2-TZVPD.

```
! RIJCOSX wB97M-V def2-TZVPD def2/J DEFGRID3
* xyz 1 1
C 0.42 -1.45 0.54
C -1.07 -1.25 0.28
C -1.74 -0.05 0.89
N -1.18 1.26 0.36
N 1.20 -0.37 -0.15
H 0.55 -1.30 1.61
H 0.73 -2.45 0.31
H -1.22 -1.32 -0.80
H -1.62 -2.16 0.55
H -1.63 -0.05 1.98
H -2.76 0.00 0.51
H -1.96 1.90 0.39
H -0.38 1.63 0.86
H 1.99 -0.12 0.45
H 0.57 0.43 -0.24
H 1.60 -0.42 -1.08
H 2.46 1.44 -2.68
H 2.09 2.62 -1.89
O 1.96 1.66 -1.88
*
```

The highest occupied orbital energy is -13.63 eV. The lowest unoccupied orbital energy is -3.127 eV.

=====

C85H209BN15O34Sr as an isolated structure at a distorted geometry, computed with wB97M-V/def2-TZVPD.

```
! RIJCOSX wB97M-V def2-TZVPD def2/J DEFGRID3
* xyz 1 1
Sr 20.80 0.43 -20.74
O 26.01 -5.37 -25.26
C 25.74 -4.26 -24.88
O 24.60 -3.78 -24.43
B 24.67 -2.33 -24.20
O 26.12 -2.08 -24.35
C 26.75 -3.09 -24.80
O 27.89 -3.12 -25.14
O 24.15 -1.88 -22.86
C 23.32 -0.88 -23.20
O 22.67 -0.18 -22.41
C 23.12 -0.82 -24.72
O 23.95 -1.60 -25.28
O 22.37 -0.03 -25.31
C 32.30 0.55 -20.51
O 32.10 0.06 -21.81
C 31.95 -1.36 -21.91
C 31.49 -1.95 -23.27
N 32.58 -1.80 -24.25
C 32.21 -2.10 -25.67
C 33.40 -1.86 -26.63
O 33.87 -0.48 -26.30
C 34.74 0.02 -27.27
H 31.64 0.05 -19.81
H 32.15 1.63 -20.44
H 33.33 0.38 -20.22
H 31.20 -1.61 -21.16
H 32.78 -1.91 -21.48
H 30.52 -1.56 -23.58
H 31.28 -3.01 -23.14
H 32.95 -0.86 -24.20
H 31.44 -1.46 -26.09
H 31.84 -3.12 -25.69
H 32.98 -1.96 -27.63
H 34.28 -2.51 -26.52
H 35.67 -0.56 -27.23
H 35.11 0.97 -26.88
H 34.37 0.20 -28.28
C 23.00 1.97 -18.22
O 22.41 1.88 -19.49
C 22.33 3.22 -20.04
C 22.31 3.07 -21.53
N 20.99 2.63 -21.97
C 20.99 2.65 -23.46
C 21.15 3.95 -24.15
O 20.00 4.72 -23.94
C 20.08 6.00 -24.57
H 24.06 2.12 -18.42
H 22.92 1.00 -17.74
H 22.58 2.79 -17.63
H 23.21 3.79 -19.72
H 21.52 3.84 -19.68
H 23.12 2.39 -21.78
H 22.51 4.09 -21.85
H 20.32 3.34 -21.72
H 20.07 2.15 -23.76
H 21.75 1.95 -23.82
H 21.28 3.59 -25.16
H 22.10 4.45 -23.92
H 19.21 6.64 -24.42
H 20.22 5.94 -25.65
H 20.95 6.55 -24.22
C 22.05 5.35 -29.12
O 23.21 5.21 -28.29
C 22.87 5.46 -26.94
C 24.03 5.26 -26.04
N 24.36 3.91 -25.68
C 24.82 3.19 -26.82
C 25.49 1.87 -26.52
O 26.77 2.10 -25.93
C 27.58 1.03 -25.58
H 22.26 5.32 -30.19
H 21.57 6.31 -28.91
H 21.28 4.61 -28.92
H 21.95 4.97 -26.64
H 22.64 6.52 -26.85
H 23.86 5.78 -25.10
H 24.95 5.65 -26.48
H 25.02 3.87 -24.92
H 25.43 3.80 -27.49
H 23.96 3.02 -27.46
H 25.60 1.37 -27.49
H 24.87 1.21 -25.91
H 27.64 0.36 -26.44
H 27.12 0.50 -24.75
H 28.56 1.27 -25.16
C 32.70 -5.03 -28.92
O 31.65 -4.10 -28.59
C 30.40 -4.76 -28.57
C 29.39 -3.77 -28.06
N 29.02 -2.92 -29.22
C 28.17 -1.78 -28.86
C 26.70 -2.23 -28.52
O 25.87 -2.27 -29.67
C 24.49 -1.94 -29.49
H 32.58 -5.46 -29.92
H 32.85 -5.83 -28.20
H 33.66 -4.51 -28.87
H 30.45 -5.64 -27.93
H 30.15 -5.03 -29.59
H 29.85 -3.17 -27.28
H 28.51 -4.27 -27.66
H 29.91 -2.57 -29.55
H 27.97 -1.09 -29.68
H 28.69 -1.12 -28.16
H 26.28 -1.63 -27.71
H 26.67 -3.22 -28.06
H 23.85 -2.70 -29.02
H 23.99 -1.82 -30.45
H 24.41 -0.94 -29.07
C 24.76 -8.01 -23.25
O 24.12 -9.08 -24.00
C 24.10 -8.90 -25.40
C 23.02 -9.60 -26.18
N 23.12 -11.05 -25.94
C 22.03 -11.76 -26.56
C 22.01 -13.28 -26.15
O 21.53 -13.33 -24.81
C 21.21 -14.65 -24.39
H 25.74 -7.85 -23.69
H 24.87 -8.45 -22.26
H 24.28 -7.03 -23.14
H 25.05 -9.08 -25.91
H 23.94 -7.84 -25.61
H 23.01 -9.27 -27.22
H 22.04 -9.30 -25.81
H 23.14 -11.30 -24.97
H 22.23 -11.76 -27.63
H 21.04 -11.32 -26.42
H 23.02 -13.69 -26.01
H 21.38 -13.77 -26.88
H 20.84 -14.68 -23.37
H 22.14 -15.21 -24.32
H 20.46 -15.07 -25.07
C 20.10 -7.83 -25.58
O 21.12 -7.07 -26.33
C 21.34 -5.75 -25.85
C 22.40 -5.15 -26.84
N 21.94 -5.12 -28.20
C 20.99 -4.07 -28.48
C 20.74 -3.98 -29.96
O 20.08 -2.71 -30.12
C 19.89 -2.30 -31.49
H 19.92 -8.81 -26.01
H 19.16 -7.27 -25.55
H 20.42 -7.97 -24.55
H 21.73 -5.83 -24.83
H 20.46 -5.12 -25.73
H 23.24 -5.84 -26.77
H 22.77 -4.17 -26.54
H 21.48 -6.00 -28.38
H 21.29 -3.10 -28.08
H 20.01 -4.23 -28.01
H 20.02 -4.71 -30.35
H 21.62 -4.04 -30.61
H 19.39 -2.97 -32.19
H 20.84 -2.01 -31.93
H 19.33 -1.37 -31.50
C 28.76 3.87 -14.96
O 28.57 2.65 -15.72
C 29.66 1.68 -15.46
C 29.21 0.38 -16.15
N 29.19 0.45 -17.56
C 28.01 1.13 -18.15
C 27.89 0.77 -19.62
O 27.60 -0.61 -19.89
C 27.64 -0.94 -21.31
H 28.93 3.72 -13.89
H 27.87 4.49 -15.12
H 29.68 4.37 -15.27
H 29.82 1.51 -14.40
H 30.61 2.08 -15.80
H 28.25 0.01 -15.81
H 29.97 -0.37 -15.91
H 29.21 -0.51 -17.86
H 28.08 2.22 -18.15
H 27.07 0.85 -17.67
H 28.78 1.07 -20.18
H 27.18 1.44 -20.09
H 28.54 -0.67 -21.87
H 26.79 -0.47 -21.79
H 27.39 -1.97 -21.55
C 25.43 -5.59 -20.01
O 26.79 -5.58 -20.31
C 27.14 -5.07 -21.62
C 28.60 -5.29 -21.95
N 29.42 -4.47 -21.06
C 30.87 -4.80 -21.15
C 31.31 -6.07 -20.48
O 31.27 -5.97 -19.04
C 31.79 -7.21 -18.48
H 25.36 -5.96 -18.99
H 24.88 -6.32 -20.60
H 25.08 -4.55 -20.05
H 26.76 -4.05 -21.77
H 26.58 -5.62 -22.37
H 28.85 -4.91 -22.94
H 28.80 -6.36 -21.94
H 29.22 -4.66 -20.09
H 31.44 -4.04 -20.61
H 31.32 -4.85 -22.15
H 32.35 -6.28 -20.73
H 30.78 -6.97 -20.82
H 31.32 -8.12 -18.83
H 31.64 -7.12 -17.41
H 32.86 -7.39 -18.62
C 24.41 -0.70 -19.68
O 23.00 -0.90 -19.72
C 22.65 -2.18 -19.15
C 21.11 -2.27 -18.99
N 20.23 -1.95 -20.14
C 20.37 -2.94 -21.20
C 19.64 -2.53 -22.47
O 19.99 -1.26 -22.89
C 19.56 -0.83 -24.16
H 24.67 0.18 -20.28
H 24.88 -1.59 -20.10
H 24.81 -0.66 -18.67
H 23.06 -2.33 -18.15
H 22.93 -3.10 -19.66
H 20.93 -1.58 -18.16
H 20.94 -3.30 -18.69
H 19.32 -2.10 -19.72
H 20.04 -3.92 -20.87
H 21.43 -2.95 -21.48
H 18.56 -2.53 -22.28
H 19.83 -3.29 -23.24
H 19.86 -1.54 -24.94
H 19.94 0.16 -24.41
H 18.49 -0.64 -24.19
C 17.52 1.80 -25.52
O 18.15 0.80 -26.25
C 19.14 1.31 -27.16
C 19.74 0.15 -28.02
N 20.54 0.49 -29.22
C 21.76 1.17 -28.75
C 22.45 1.72 -29.95
O 22.82 0.70 -30.84
C 23.44 1.26 -31.98
H 17.06 2.52 -26.19
H 18.20 2.39 -24.90
H 16.69 1.40 -24.95
H 19.90 1.84 -26.59
H 18.80 2.12 -27.81
H 18.91 -0.48 -28.35
H 20.23 -0.61 -27.40
H 20.77 -0.43 -29.56
H 22.34 0.42 -28.22
H 21.63 1.93 -27.99
H 23.34 2.29 -29.68
H 21.74 2.43 -30.36
H 24.45 1.65 -31.80
H 22.88 2.13 -32.31
H 23.55 0.52 -32.77
C 17.10 0.38 -21.48
O 18.39 1.01 -21.52
H 16.50 0.58 -20.59
H 16.53 0.69 -22.35
H 17.09 -0.70 -21.55
H 18.17 1.94 -21.42
C 28.16 -6.45 -31.51
C 27.04 -5.48 -31.33
C 26.27 -5.68 -29.99
O 25.99 -7.09 -29.80
C 25.46 -7.41 -28.51
N 27.52 -4.07 -31.42
H 28.78 -6.21 -32.37
H 27.80 -7.47 -31.66
H 28.78 -6.40 -30.61
H 26.32 -5.56 -32.15
H 25.30 -5.18 -30.07
H 26.88 -5.28 -29.18
H 25.05 -8.42 -28.65
H 24.59 -6.84 -28.18
H 26.24 -7.42 -27.74
H 26.77 -3.43 -31.20
H 28.15 -3.81 -30.67
C 23.88 -8.34 -17.02
C 22.87 -7.21 -16.76
C 21.87 -6.88 -17.82
O 22.47 -6.16 -18.92
C 21.55 -6.02 -19.99
N 22.21 -7.52 -15.49
H 24.56 -8.08 -17.84
H 23.37 -9.26 -17.30
H 24.50 -8.67 -16.19
H 23.47 -6.31 -16.57
H 21.01 -6.31 -17.48
H 21.51 -7.86 -18.13
H 20.51 -6.02 -19.67
H 21.72 -6.88 -20.65
H 21.80 -5.08 -20.49
H 21.72 -8.38 -15.70
H 22.89 -7.77 -14.78
C 26.00 2.59 -22.46
C 25.85 4.09 -22.37
C 26.47 4.58 -20.98
O 25.83 4.03 -19.86
C 26.24 4.69 -18.62
N 26.63 4.71 -23.46
H 25.42 2.07 -21.70
H 27.02 2.24 -22.30
H 25.69 2.32 -23.47
H 24.81 4.39 -22.28
H 26.41 5.67 -20.94
H 27.53 4.33 -20.94
H 27.29 4.45 -18.41
H 25.63 4.36 -17.78
H 26.13 5.77 -18.68
H 27.38 5.23 -23.04
H 27.08 4.05 -24.07
C 16.12 -6.71 -24.82
C 16.85 -5.34 -24.74
C 16.51 -4.33 -25.86
O 17.38 -3.19 -25.67
C 17.28 -2.25 -26.73
N 16.52 -4.76 -23.45
H 15.05 -6.56 -24.69
H 16.52 -7.48 -24.17
H 16.33 -7.11 -25.81
H 17.92 -5.54 -24.71
H 15.46 -4.09 -25.72
H 16.60 -4.74 -26.87
H 18.04 -1.47 -26.60
H 16.32 -1.75 -26.82
H 17.48 -2.73 -27.69
H 15.53 -4.64 -23.31
H 16.76 -3.79 -23.56
C 31.20 -9.51 -24.23
C 31.90 -8.22 -24.60
C 30.97 -7.04 -24.89
O 29.93 -7.39 -25.87
C 28.70 -6.73 -25.62
N 32.79 -7.95 -23.54
H 30.44 -9.45 -23.45
H 31.85 -10.29 -23.84
H 30.57 -9.84 -25.05
H 32.50 -8.45 -25.47
H 31.60 -6.22 -25.24
H 30.46 -6.76 -23.97
H 28.37 -6.78 -24.59
H 27.92 -7.29 -26.16
H 28.74 -5.70 -25.98
H 33.55 -7.33 -23.78
H 33.32 -8.78 -23.34
*
```

The highest occupied orbital energy is -8.81 eV. The lowest unoccupied orbital energy is -3.091 eV.

=====

A 2-piece molecular cluster, C2H3NOS2 overall at a distorted geometry, computed with wB97M-V/def2-TZVPD.

```
! RIJCOSX wB97M-V def2-TZVPD def2/J DEFGRID3
* xyz 0 1
C 2.41 -0.53 0.42
C -2.29 -0.46 0.00
N 2.28 0.16 -0.54
O 2.45 -1.38 1.17
S -1.93 1.03 0.49
S -0.68 1.94 -0.60
H -1.70 -0.84 -0.82
H -2.96 -1.04 0.66
H 2.42 1.11 -0.76
*
```

The highest occupied orbital energy (alpha / beta) is -9.02 / -9.02 eV. The lowest unoccupied orbital energy (alpha / beta) is -0.847 / -0.847 eV.

=====

A 4-piece molecular cluster, C29H29N7O9S2 overall at a distorted geometry, computed with wB97M-V/def2-TZVPD.

```
! RIJCOSX wB97M-V def2-TZVPD def2/J DEFGRID3
* xyz 0 1
N -2.44 0.49 -5.52
C -2.17 1.11 -4.60
C -1.99 1.74 -3.18
C -2.85 0.97 -2.09
C -4.33 1.04 -2.62
N -5.44 1.01 -2.89
C -2.84 1.79 -0.73
C -2.30 1.01 0.52
C -2.43 1.85 1.88
C -0.97 2.09 2.45
S -0.14 3.60 1.83
C 0.62 3.26 0.24
N 1.40 4.20 -0.33
N 1.83 3.73 -1.54
C 1.32 2.50 -1.69
O 0.56 2.15 -0.57
C -2.51 -0.56 -1.97
S -0.74 -0.97 -1.87
O -0.67 -2.44 -1.81
O 0.06 -0.55 -3.03
H -0.90 1.75 -2.97
H -2.39 2.79 -3.29
H -3.89 2.13 -0.47
H -2.26 2.73 -0.91
H -1.19 0.87 0.37
H -2.74 -0.01 0.67
H -3.03 2.78 1.75
H -2.95 1.16 2.61
H -0.32 1.20 2.30
H -1.08 2.23 3.57
H 1.40 1.77 -2.52
H -2.90 -1.05 -2.91
H -3.07 -1.07 -1.13
H -0.10 -0.52 -0.73
O 8.29 3.27 1.85
N 7.15 3.11 1.44
O 6.23 2.69 2.12
C 6.88 3.44 0.04
C 7.91 3.88 -0.77
C 7.65 4.17 -2.10
C 6.37 4.02 -2.61
C 5.34 3.58 -1.79
C 5.59 3.29 -0.46
H 8.92 4.01 -0.38
H 8.45 4.51 -2.75
H 6.17 4.24 -3.66
H 4.34 3.46 -2.19
H 4.78 2.95 0.18
O 1.21 -1.44 3.19
N 1.21 -2.61 2.85
O 0.39 -3.43 3.23
C 2.26 -3.06 1.94
C 3.24 -2.16 1.52
C 4.25 -2.60 0.68
C 4.28 -3.93 0.25
C 3.29 -4.81 0.67
C 2.28 -4.38 1.52
H 3.23 -1.13 1.84
H 5.02 -1.91 0.35
H 5.07 -4.27 -0.40
H 3.32 -5.84 0.33
H 1.52 -5.09 1.84
O -5.53 -1.04 3.46
N -5.52 -1.29 2.27
O -5.30 -0.46 1.40
C -5.77 -2.67 1.85
C -6.06 -3.63 2.81
C -6.33 -4.93 2.41
C -6.30 -5.26 1.06
C -6.00 -4.29 0.11
C -5.74 -2.99 0.50
H -6.08 -3.38 3.86
H -6.56 -5.69 3.15
H -6.52 -6.28 0.75
H -5.98 -4.55 -0.94
H -5.51 -2.24 -0.25
*
```

The highest occupied orbital energy is -9.42 eV. The SMILES is N#CC[C@](C#N)(CCCCSc1nnco1)C[SH](=O)=O.O=[N+]([O-])c1ccccc1.O=[N+]([O-])c1ccccc1.O=[N+]([O-])c1ccccc1. The lowest unoccupied orbital energy is -0.942 eV.